{"formula": "C36H111N9O15", "method": "the ωB97M-V functional and the def2-TZVPD basis", "total_charge": 0, "e_homo_ev": -6.848, "gap_ha": 0.2461, "e_lumo_ha": -0.0055, "de_lowest_kj_mol": 4191.26, "total_energy_ev": -83207.3109, "multiplicity": 1, "elements": ["O", "H", "H", "O", "H", "H", "O", "H", "H", "O", "H", "H", "O", "H", "H", "O", "H", "H", "C", "C", "C", "O", "C", "N", "H", "H", "H", "H", "H", "H", "H", "H", "H", "H", "H", "C", "C", "C", "O", "C", "N", "H", "H", "H", "H", "H", "H", "H", "H", "H", "H", "H", "C", "C", "C", "O", "C", "N", "H", "H", "H", "H", "H", "H", "H", "H", "H", "H", "H", "C", "C", "C", "O", "C", "N", "H", "H", "H", "H", "H", "H", "H", "H", "H", "H", "H", "C", "C", "C", "O", "C", "N", "H", "H", "H", "H", "H", "H", "H", "H", "H", "H", "H", "C", "C", "C", "O", "C", "N", "H", "H", "H", "H", "H", "H", "H", "H", "H", "H", "H", "C", "C", "C", "O", "C", "N", "H", "H", "H", "H", "H", "H", "H", "H", "H", "H", "H", "C", "C", "C", "O", "C", "N", "H", "H", "H", "H", "H", "H", "H", "H", "H", "H", "H", "C", "C", "C", "O", "C", "N", "H", "H", "H", "H", "H", "H", "H", "H", "H", "H", "H"], "positions_angstrom": [[16.46571, -12.30833, 0.11254], [16.71767, -11.43381, -0.18405], [15.61278, -12.18409, 0.52886], [14.97363, -11.21084, 1.57844], [15.25797, -10.50664, 2.16110], [14.03457, -11.06410, 1.46511], [16.40568, -7.98795, 0.94724], [16.23826, -7.95091, 0.00552], [17.15926, -7.41283, 1.07981], [14.56229, -8.73059, 1.96516], [15.42901, -8.73602, 2.37138], [14.73806, -8.68724, 1.02524], [18.63456, -12.09880, 0.25318], [19.06283, -11.88573, -0.57593], [17.88589, -12.64077, 0.00422], [19.60906, -13.76501, 3.04605], [18.88978, -14.30762, 2.72285], [19.34077, -12.86785, 2.84766], [18.39082, -9.85571, 1.31866], [18.51895, -10.82584, 2.51794], [17.18666, -11.30423, 3.14962], [16.27722, -10.27638, 3.58131], [15.18525, -10.66113, 4.47401], [19.46991, -11.90333, 2.18151], [17.90488, -10.36364, 0.48561], [19.41678, -9.67705, 0.99684], [17.85134, -8.96332, 1.63599], [18.91819, -10.40155, 3.43918], [17.52103, -11.92384, 3.98171], [16.74144, -12.10307, 2.55654], [14.68116, -11.58904, 4.20389], [14.48914, -9.82354, 4.51830], [15.57754, -10.77734, 5.48431], [20.26279, -11.32894, 1.93348], [19.20672, -12.28258, 1.28318], [17.77514, -8.36018, -2.66792], [16.60893, -8.77887, -1.69111], [16.94647, -9.97057, -0.84257], [17.56966, -11.11631, -1.47120], [16.73232, -11.78092, -2.47184], [15.99781, -7.65625, -1.06327], [18.67889, -8.07981, -2.12689], [17.50920, -7.48205, -3.25637], [17.91252, -9.19101, -3.35998], [15.82239, -9.03182, -2.40206], [16.02088, -10.30451, -0.37366], [17.69400, -9.63843, -0.12217], [17.18909, -12.72290, -2.77535], [16.60285, -11.06226, -3.28108], [15.73820, -11.96380, -2.06391], [16.52635, -6.81711, -1.25454], [15.06806, -7.46808, -1.41005], [11.53735, -6.71867, 3.82771], [12.67519, -7.53275, 3.21972], [12.60637, -9.04717, 3.53543], [12.72295, -9.14549, 4.96921], [12.39883, -10.40291, 5.54326], [12.73218, -7.21606, 1.79703], [11.67116, -5.64990, 3.66058], [11.47389, -6.95238, 4.89046], [10.62617, -7.03992, 3.32308], [13.56053, -7.21445, 3.77012], [13.35718, -9.67698, 3.05824], [11.70726, -9.54233, 3.16865], [11.34271, -10.62224, 5.38637], [12.59864, -10.42410, 6.61457], [13.04951, -11.18352, 5.14911], [13.57461, -7.65570, 1.45480], [11.99536, -7.70696, 1.31103], [20.88040, -5.90543, -0.85833], [20.72750, -7.32882, -0.30204], [21.23333, -7.65252, 1.21991], [22.57402, -7.47937, 1.46835], [22.93602, -7.42592, 2.83381], [19.35466, -7.63456, -0.50246], [20.37258, -5.82719, -1.81964], [21.88900, -5.51803, -1.00240], [20.31789, -5.16405, -0.29086], [21.34852, -7.89949, -0.99252], [20.78235, -8.59086, 1.54274], [20.67852, -7.06370, 1.95037], [22.65068, -8.28511, 3.44083], [22.34842, -6.65189, 3.32748], [23.97074, -7.22816, 3.11374], [19.19490, -8.60981, -0.29394], [19.34880, -7.70042, -1.51030], [20.32226, -15.32911, 7.33385], [19.59426, -14.18379, 8.10242], [18.06127, -14.17431, 7.83772], [17.55415, -13.99788, 6.47970], [17.94958, -12.76070, 5.86055], [19.99556, -14.39927, 9.48006], [21.39687, -15.38946, 7.50607], [20.20120, -15.17638, 6.26142], [19.77696, -16.26816, 7.42835], [20.07612, -13.25358, 7.80140], [17.52324, -13.47206, 8.47448], [17.61808, -15.04654, 8.31826], [17.20643, -12.37082, 5.16496], [18.89390, -12.88342, 5.33018], [18.07229, -11.99829, 6.62982], [19.53698, -13.76610, 10.11951], [20.99775, -14.28431, 9.53007], [14.84061, -6.80557, 5.32203], [15.27687, -8.20367, 5.78402], [16.34053, -8.26147, 6.94383], [17.62375, -7.88908, 6.49329], [18.67644, -7.89053, 7.44748], [14.06547, -8.92005, 6.14379], [14.66625, -6.14300, 6.16979], [13.97112, -6.75752, 4.66646], [15.55437, -6.37216, 4.62145], [15.73624, -8.82356, 5.01406], [16.45776, -9.22008, 7.44922], [16.00436, -7.44926, 7.58834], [18.39739, -7.37173, 8.36458], [19.54897, -7.34570, 7.08696], [18.93444, -8.90983, 7.73481], [13.91565, -9.46222, 5.30491], [13.27503, -8.30952, 5.99352], [14.25490, -11.33523, 7.22757], [15.33120, -12.14808, 6.60517], [15.50679, -13.45975, 7.46149], [14.80240, -14.58082, 6.87873], [15.08616, -15.78595, 7.46652], [15.06366, -12.52178, 5.22223], [14.54009, -10.95577, 8.20878], [13.35830, -11.92409, 7.42119], [14.10816, -10.40595, 6.67713], [16.18642, -11.47713, 6.52449], [15.31117, -13.37519, 8.53046], [16.55870, -13.68223, 7.28242], [14.72113, -16.51621, 6.74430], [14.52171, -15.85370, 8.39653], [16.14907, -15.98901, 7.59717], [15.94069, -12.89243, 4.88527], [14.41987, -13.29615, 5.29977], [21.59957, -11.15081, 1.82922], [22.73038, -11.88194, 1.04683], [23.29295, -13.22318, 1.61119], [24.52770, -13.67032, 0.99064], [24.37272, -14.64207, 0.02156], [22.42678, -12.01939, -0.33042], [21.80073, -11.12267, 2.90013], [20.69667, -11.74887, 1.70602], [21.60311, -10.09109, 1.57405], [23.66044, -11.31579, 1.09747], [22.53029, -14.00105, 1.64842], [23.47654, -13.01290, 2.66484], [23.80223, -14.28852, -0.83730], [23.86426, -15.50737, 0.44677], [25.39200, -14.86506, -0.29380], [23.20691, -12.49880, -0.75665], [22.31330, -11.12567, -0.78700], [15.28367, -14.44466, 1.84500], [16.51086, -15.06839, 1.19081], [16.67969, -14.87830, -0.33695], [17.50466, -15.93404, -0.77509], [18.07944, -15.69305, -2.09911], [17.61282, -14.37833, 1.76909], [15.32146, -14.99640, 2.78429], [14.39570, -14.62271, 1.23845], [15.33460, -13.36893, 2.01322], [16.61311, -16.11541, 1.47614], [17.20606, -13.94673, -0.54480], [15.73373, -14.77393, -0.86833], [18.40008, -16.58011, -2.64536], [18.84833, -14.93397, -2.24297], [17.17243, -15.44593, -2.65081], [17.56019, -13.38204, 1.61185], [18.27698, -14.78221, 1.12420]], "atomic_forces_ev_per_a": [[-2.580, -1.301, 0.225], [-0.458, -1.571, 0.902], [-0.264, -0.090, 0.562], [-1.884, -0.801, -0.767], [0.416, 0.401, 0.641], [-0.294, 0.142, 0.101], [3.100, 0.277, 7.133], [-0.660, 0.486, 0.447], [0.250, 0.285, 0.122], [-0.168, -1.598, 0.303], [0.657, 0.272, -0.102], [0.560, -0.133, 0.302], [1.216, -1.531, -5.727], [0.504, -0.026, -0.214], [-0.300, -0.333, -0.065], [2.068, -6.887, 3.407], [0.074, -0.684, 0.780], [0.295, 0.490, 1.109], [1.185, -1.066, 3.971], [-0.703, 0.464, 0.387], [0.390, -1.492, 0.096], [0.875, 0.225, -0.861], [0.729, 4.083, -3.636], [-7.120, 6.114, 3.972], [2.001, -1.266, 4.605], [-0.100, 0.128, 0.081], [0.584, -0.422, -0.330], [0.658, 1.104, -0.331], [0.163, 0.982, -0.727], [-0.658, 0.705, -0.371], [0.166, 2.458, -1.803], [2.121, -1.033, -2.373], [0.098, 1.601, -1.542], [-8.957, 7.360, 4.584], [0.618, -0.691, 1.036], [-1.075, -0.592, 0.042], [0.198, -0.444, -5.306], [-0.660, 2.069, -3.231], [-0.861, 1.941, -3.603], [0.022, 1.474, 0.327], [-1.463, 2.438, -6.478], [-2.360, -1.726, -2.603], [-0.347, -0.009, -0.027], [0.426, 0.097, 0.041], [0.050, -0.899, -0.350], [-0.218, 0.741, 0.348], [-2.087, 1.476, -2.722], [0.144, 0.273, 0.071], [0.166, -0.404, -0.463], [0.086, -0.188, 0.123], [0.159, 0.196, 0.288], [-0.116, -0.137, -0.012], [-0.048, -0.945, -0.016], [-0.612, -0.377, -0.469], [-1.762, -0.414, 0.077], [-12.321, -2.397, -9.704], [-2.515, -0.608, -0.424], [-0.449, 0.524, -0.242], [0.134, -0.112, 0.031], [-0.273, 0.234, 0.075], [-0.316, 0.161, 0.194], [-0.713, -0.698, -2.576], [-0.048, 0.611, 0.554], [-0.992, 0.389, 0.047], [-0.072, -0.172, -0.372], [-0.945, 0.747, -0.748], [-0.470, -0.065, -0.282], [-0.588, 1.027, 0.190], [-0.636, 0.099, 0.035], [-0.115, 0.821, 0.530], [2.911, 0.938, 1.542], [-2.496, 1.167, -0.585], [1.904, -0.480, -0.533], [-1.263, 0.313, 1.225], [-0.290, -0.438, 0.532], [0.167, -0.417, -0.346], [0.100, -0.346, 0.209], [0.107, -0.066, 0.538], [0.384, -0.643, 0.259], [0.715, -0.581, -0.532], [-0.365, 1.140, -0.223], [-0.059, -0.761, -0.501], [-0.085, 0.560, -0.072], [0.177, 0.006, -1.181], [0.032, -0.003, 0.401], [1.272, 1.547, 1.670], [-1.383, 0.636, -1.358], [1.187, -0.831, -1.418], [1.792, -0.102, 1.055], [4.907, -1.386, -1.364], [1.456, -0.286, 0.971], [-1.171, -0.330, 0.769], [-0.193, -0.115, 0.424], [0.188, 0.423, -0.259], [0.375, -0.207, 0.785], [-0.469, 0.377, -0.647], [0.843, 0.987, 0.108], [0.306, -0.711, -0.873], [0.806, -0.956, 1.245], [-0.013, -0.156, -0.152], [0.192, 0.108, 0.126], [0.166, 0.217, 0.142], [-0.057, 0.050, 0.223], [1.652, 0.586, -0.031], [0.492, -0.326, 1.187], [-0.287, 1.667, -0.487], [1.155, 0.463, -0.924], [-0.905, 0.041, 0.212], [7.788, 4.289, 6.898], [0.160, 0.093, 0.060], [0.703, 0.175, 2.343], [0.627, 0.384, 0.418], [0.339, 1.134, -0.323], [-0.762, -0.241, 0.038], [-0.106, -0.298, 0.998], [-0.331, 0.113, 0.217], [-0.130, -0.267, -0.495], [0.224, -0.212, -0.063], [2.143, 0.789, 3.076], [1.552, 1.055, 2.178], [0.070, -0.211, 1.029], [-1.293, -2.170, 2.036], [0.038, 0.382, 0.023], [-0.253, 2.264, -0.530], [-0.415, -0.814, -0.233], [-1.077, -7.729, 4.475], [0.474, -0.271, 0.257], [-0.113, -0.211, -0.243], [0.438, -0.934, 1.179], [0.392, -0.793, 1.190], [-0.816, 0.349, 0.096], [-3.851, 0.630, 1.122], [-0.107, -0.375, 0.288], [0.215, -0.440, 0.401], [0.009, 0.083, 0.172], [-0.696, -0.747, -0.552], [0.120, -0.920, -0.093], [7.741, 0.281, -1.138], [2.056, 0.369, 1.356], [-0.802, 0.334, 0.542], [-1.156, 1.784, 1.297], [0.118, -0.351, -0.297], [-1.098, -0.631, -1.418], [0.038, -0.430, 0.144], [10.841, -6.761, -4.998], [-0.210, -0.344, -0.594], [0.210, 0.765, 0.406], [-0.031, -0.333, -0.467], [0.501, -0.065, 0.020], [-0.093, -0.146, -0.233], [0.067, -0.347, -0.188], [-0.158, -0.394, -0.158], [-0.065, 0.183, -0.366], [0.133, 0.140, -0.037], [-0.181, -1.043, -0.413], [-1.271, 1.821, -0.870], [0.153, -0.382, 0.007], [1.580, -0.692, -1.135], [-2.284, -0.352, 0.022], [0.519, -1.534, -0.252], [-0.985, 0.448, 0.332], [-0.338, -0.314, 0.388], [0.273, -0.364, 0.087], [-0.257, -0.125, -0.416], [-0.293, -0.770, -0.008], [-0.343, -0.513, -0.389], [0.264, -0.473, 0.953], [-0.022, 0.270, 0.785], [0.165, 0.678, -0.681], [-0.221, -0.353, -0.080], [1.653, 0.670, 0.440]], "lowdin_charge": [-0.148, -0.022, 0.032, -0.047, 0.015, 0.091, -0.109, -0.239, 0.070, -0.136, 0.069, 0.063, -0.021, 0.127, 0.014, -0.097, -0.052, -0.212, -0.046, -0.208, -0.142, -0.155, -0.147, 0.001, 0.023, 0.075, 0.093, 0.152, 0.073, 0.093, 0.068, 0.048, 0.078, -0.093, -0.067, 0.011, -0.314, -0.210, -0.221, -0.002, 0.112, 0.007, 0.095, 0.084, 0.137, 0.144, 0.031, 0.096, 0.083, 0.103, 0.142, 0.150, -0.042, -0.413, -0.112, -0.319, -0.045, 0.047, 0.083, 0.078, 0.078, 0.059, 0.089, 0.126, 0.117, 0.085, 0.102, 0.007, 0.066, -0.055, -0.363, -0.195, -0.156, -0.098, 0.045, 0.069, 0.080, 0.078, 0.132, 0.066, 0.122, 0.082, 0.083, 0.092, 0.049, 0.004, -0.052, -0.407, -0.151, -0.170, -0.055, 0.017, 0.074, 0.068, 0.080, 0.124, 0.120, 0.122, 0.032, 0.102, 0.115, 0.068, 0.071, -0.008, -0.315, -0.156, -0.198, -0.110, -0.064, 0.093, 0.018, 0.093, 0.109, 0.116, 0.116, 0.079, 0.082, 0.076, -0.075, 0.090, -0.100, -0.361, -0.163, -0.184, -0.125, -0.032, 0.105, 0.104, -0.011, 0.108, 0.131, -0.050, 0.095, 0.093, 0.073, 0.082, 0.123, 0.011, -0.390, -0.150, -0.182, -0.142, 0.046, 0.129, -0.010, 0.076, 0.125, 0.121, 0.122, 0.069, 0.091, 0.093, 0.050, 0.073, -0.032, -0.364, -0.210, -0.174, -0.070, 0.030, 0.088, 0.083, 0.040, 0.150, 0.076, 0.127, 0.082, 0.085, 0.075, 0.051, 0.105]}